No. 1
This record from the OMol25 dataset describes one molecule with the formula C12H24O4S2 in a non-equilibrium geometry. The level of theory is ωB97M-V/def2-TZVPD.

CARTESIAN COORDINATES (ANGSTROEM)
C -0.82 4.52 4.99
C -1.25 3.27 4.31
C -0.15 2.84 3.39
C -0.37 1.52 2.52
C -1.64 1.60 1.36
C -1.73 0.19 0.77
C -0.46 -0.43 -0.03
C -0.24 0.24 -1.07
H -0.97 0.38 -1.84
H 0.22 1.33 -0.75
S 1.39 -0.66 -1.79
O 1.61 0.23 -3.01
C 0.23 -1.84 -2.78
C 0.77 -3.22 -1.80
H -0.23 -3.90 -1.76
H 1.33 -2.96 -0.99
S 1.97 -3.89 -3.01
O 3.19 -4.38 -2.23
O 1.21 -5.09 -3.52
C 2.39 -2.66 -4.04
H 2.90 -2.02 -3.66
C 1.05 -2.17 -4.13
O 0.07 -2.93 -4.80
H 0.35 -3.82 -4.67
H 0.65 -1.27 -4.47
H 2.58 -2.99 -4.94
H -0.73 -1.59 -2.78
H -0.96 -1.59 -0.09
H 0.34 -0.67 0.73
H -2.56 0.34 0.17
H -2.13 -0.61 1.74
H -1.32 2.19 0.65
H -2.34 1.88 2.02
H 0.57 1.26 1.90
H -0.54 0.72 3.18
H 0.91 2.66 3.92
H -0.19 3.56 2.48
H -1.06 2.42 4.95
H -2.13 3.24 3.70
H -0.65 5.15 4.26
H -1.57 4.85 5.66
H 0.32 4.30 5.46

## Properties
Net charge: 0
Spin multiplicity: 1
HOMO level in eV: -9.25
F_max in eV/A: 17.60
Relative energy (zero: lowest compared OMol25 entry of this formula, charge and spin) in kcal per mole: 298.33



No. 2
This record from the OMol25 dataset describes a 3-piece molecular cluster, C3H11NO3 overall in a non-equilibrium geometry. The level of theory is ωB97M-V/def2-TZVPD.

CARTESIAN COORDINATES (ANGSTROEM)
C 1.03 -0.90 1.85
C 0.49 -0.75 0.42
C -0.37 0.49 0.43
N 0.26 1.75 0.20
O -1.48 0.51 0.89
H 1.73 -0.12 2.16
H 1.57 -1.83 1.98
H 0.20 -0.91 2.56
H 1.33 -0.64 -0.25
H -0.14 -1.60 0.16
H 0.89 2.09 0.90
H -0.50 2.43 0.18
H -2.42 -0.61 -0.78
H -1.33 -0.85 -1.78
O -2.05 -1.32 -1.32
H 0.30 0.96 -3.28
H 0.32 0.94 -1.77
O 0.17 0.36 -2.53

## Properties
Net charge: 0
Spin multiplicity: 1
HOMO level in eV: -10.15
SMILES: CCC(N)=O.O.O
F_max in eV/A: 2.68
Relative energy (zero: lowest compared OMol25 entry of this formula, charge and spin) in kcal per mole: 18.05



No. 3
This record from the OMol25 dataset describes one molecule with the formula C20H24BrN3O5. The level of theory is ωB97M-V/def2-TZVPD.

CARTESIAN COORDINATES (ANGSTROEM)
C -3.92 -2.60 1.71
C -2.76 -1.62 1.69
H -1.82 -2.11 1.42
H -2.63 -1.15 2.68
O -3.04 -0.60 0.73
C -2.09 0.32 0.54
O -1.05 0.31 1.15
C -2.55 1.36 -0.46
C -3.31 2.46 0.30
C -2.33 3.26 1.15
C -1.20 3.80 0.28
N -0.50 2.70 -0.34
C 0.75 3.06 -0.96
C 1.73 1.90 -1.08
O 2.74 1.98 -1.74
N 1.36 0.81 -0.36
C 2.04 -0.39 -0.35
C 1.47 -1.65 -0.49
N 2.44 -2.61 -0.33
C 3.64 -2.01 -0.13
C 4.91 -2.56 0.06
C 5.96 -1.69 0.26
C 5.75 -0.31 0.25
C 4.51 0.26 0.06
C 3.43 -0.60 -0.14
H 4.38 1.33 0.04
Br 7.26 0.82 0.54
H 6.96 -2.07 0.41
H 5.06 -3.62 0.06
H 2.27 -3.60 -0.39
C 0.11 -1.99 -0.85
O -0.75 -1.21 -1.18
O -0.09 -3.33 -0.80
C -1.37 -3.82 -1.18
H -1.71 -4.51 -0.42
H -1.28 -4.33 -2.14
H -2.07 -2.98 -1.28
H 0.45 0.83 0.09
H 1.24 3.82 -0.34
H 0.63 3.50 -1.97
C -1.39 1.98 -1.24
H -1.81 2.64 -2.01
H -0.83 1.18 -1.74
H -1.61 4.50 -0.47
H -0.49 4.35 0.91
H -1.90 2.62 1.92
H -2.85 4.09 1.64
H -3.78 3.12 -0.43
H -4.09 2.02 0.92
H -3.23 0.86 -1.15
H -3.72 -3.39 2.42
H -4.05 -3.03 0.72
H -4.84 -2.08 1.99

## Properties
Net charge: 0
Spin multiplicity: 1
HOMO level in eV: -7.94
SMILES: CCOC(=O)[C@H]1CCCN(CC(=O)Nc2c(C(=O)OC)[nH]c3ccc(Br)cc23)C1
F_max in eV/A: 0.88
Relative energy (zero: lowest compared OMol25 entry of this formula, charge and spin) in kcal per mole: 0.00



No. 4
This record from the OMol25 dataset describes a 2-piece molecular cluster, C3H12N2O2 overall in a non-equilibrium geometry. The level of theory is ωB97M-V/def2-TZVPD.

CARTESIAN COORDINATES (ANGSTROEM)
C -0.77 -0.67 0.36
C 0.11 0.63 0.71
O 1.59 0.54 0.61
N -2.09 -0.44 -0.53
C -1.90 -0.11 -1.92
N -1.60 -1.34 -2.62
H -0.04 -1.24 -0.21
H -1.07 -1.28 1.28
H 0.00 0.72 1.78
H -0.38 1.48 0.25
H 1.72 0.71 -0.33
H -2.53 0.24 0.00
H -2.78 0.39 -2.33
H -1.03 0.58 -1.79
H -1.87 -1.98 -1.92
H -1.92 -1.53 -3.51
H 3.92 1.73 2.30
H 2.99 0.95 3.09
O 3.93 1.03 2.96

## Properties
Net charge: 0
Spin multiplicity: 1
HOMO level in eV: -9.08
SMILES: NCNCCO.O
F_max in eV/A: 4.01
Relative energy (zero: lowest compared OMol25 entry of this formula, charge and spin) in kcal per mole: 66.77



No. 5
This record from the OMol25 dataset describes a 2-piece molecular cluster, C5H6O2 overall in a non-equilibrium geometry. The level of theory is ωB97M-V/def2-TZVPD.

CARTESIAN COORDINATES (ANGSTROEM)
O 2.29 1.15 -0.91
C 1.97 -0.10 -0.32
C 0.51 -0.17 -0.02
C -0.34 -0.35 0.95
C -1.59 -0.42 1.35
C -2.08 0.05 -1.05
O -3.18 0.08 -1.35
H 2.05 1.84 -0.28
H 2.61 -0.32 0.54
H 2.19 -0.84 -1.10
H -2.13 0.44 1.72
H -2.13 -1.37 1.35
H -0.16 0.01 -0.88

## Properties
Net charge: 0
Spin multiplicity: 1
HOMO level in eV: -9.73
F_max in eV/A: 1.98
Relative energy (zero: lowest compared OMol25 entry of this formula, charge and spin) in kcal per mole: 75.37



No. 6
This record from the OMol25 dataset describes C5H12N2O as an isolated structure in a non-equilibrium geometry. The level of theory is ωB97M-V/def2-TZVPD.

CARTESIAN COORDINATES (ANGSTROEM)
C -0.76 1.41 0.39
C -0.75 1.84 -1.07
N -1.75 0.25 0.61
O -1.38 2.28 1.25
H -2.23 1.40 1.28
H 0.24 1.12 0.74
H -1.40 -0.45 1.27
H -2.02 -0.25 -0.23
H -1.77 2.02 -1.42
H -0.28 1.09 -1.71
H -0.21 2.79 -1.15
C 1.24 -1.73 -0.74
N 2.20 -0.65 -0.96
C 0.84 -1.93 0.65
C 0.65 -2.14 1.82
H 1.83 0.23 -0.62
H 3.06 -0.83 -0.46
H 0.35 -1.52 -1.35
H 1.67 -2.66 -1.13
H 0.47 -2.29 2.85

## Properties
Net charge: 0
Spin multiplicity: 1
HOMO level in eV: -9.34
F_max in eV/A: 2.94
Relative energy (zero: lowest compared OMol25 entry of this formula, charge and spin) in kcal per mole: 105.09